The following is a DFT calculation (the ωB97M-V functional and the def2-TZVPD basis) of a structure of composition C12H32CrFN2O10P2.

Values from the calculation:
E_LUMO (spin up / spin down): -3.9618 / -3.6966 eV
⟨S²⟩: 6.01
total charge: +1
energy above the lowest of the compared OMol25 structures with the same formula, charge and spin: 3.532 eV
2S+1: 5

Each line ends with the Löwdin charge.
Positions of all 60 atoms, in Å:
O -1.51 -1.32 -1.88  -0.31
H 2.50 5.48 -3.28  0.11
O 1.30 3.75 0.67  -0.20
P -2.48 -2.49 -1.76  0.58
H -4.00 -0.20 -2.27  0.08
O -1.75 1.18 -0.27  -0.07
H 1.79 3.98 -3.58  0.09
Cr -0.27 0.45 -1.75  1.05
H -3.87 -4.71 -1.90  0.08
H 2.25 -2.69 0.00  0.06
N 3.32 -1.63 1.41  0.02
H -4.34 1.25 0.61  0.09
P 1.72 3.36 -0.86  0.53
C -2.58 -2.73 0.86  -0.14
H -2.29 0.18 3.61  0.09
C 3.26 -2.70 0.40  -0.06
H 3.90 1.07 -0.47  0.10
H 1.20 1.71 1.39  0.08
H 3.76 0.71 2.62  0.06
H -4.12 -0.73 -4.03  0.10
H -0.73 -0.14 1.33  0.09
H 2.45 -1.10 1.40  0.11
H 3.64 -0.51 3.86  0.08
C 3.63 1.62 -1.37  -0.02
H -3.13 -5.26 -3.26  0.10
H 2.82 1.14 -1.91  0.06
C 1.12 2.77 1.67  -0.09
C -2.88 -5.05 -2.22  -0.09
C -2.20 1.08 0.86  -0.51
H -1.33 1.70 3.09  0.08
O 5.50 -1.90 2.03  0.04
O -3.26 -2.61 -0.32  -0.20
H -3.74 1.74 2.20  0.08
H 4.32 1.81 -2.19  0.10
H 0.63 5.27 -3.22  0.10
H -2.49 -3.79 1.10  0.10
O -3.69 -2.26 -2.81  -0.20
H 5.08 0.22 3.54  0.08
H -5.35 -0.98 -2.87  0.10
H -0.59 0.13 3.61  0.10
H -2.65 -5.95 -1.65  0.11
C 4.37 -1.40 2.12  -0.60
H -1.57 -2.32 0.87  0.08
C -4.26 -0.98 -2.99  -0.10
H 3.32 -3.66 0.92  0.08
H 1.88 3.04 2.39  0.10
C 4.23 -0.19 3.01  -0.02
N -1.55 0.31 1.71  0.03
C -1.43 0.62 3.11  -0.05
H 0.13 2.87 2.12  0.08
F 0.64 -0.63 -0.08  -0.52
O -1.97 -3.99 -2.04  -0.19
H -3.19 -2.34 1.67  0.10
H 4.00 -2.73 -0.40  0.09
C -3.55 1.80 1.13  0.05
O 3.28 2.96 -0.79  -0.20
O 0.76 2.28 -1.30  -0.33
O 1.77 4.78 -1.61  -0.19
C 1.63 4.89 -3.00  -0.09
H -3.44 2.82 0.77  0.10